{"formula": "C14H22N2P2Sn", "method": "wB97M-V/def2-TZVPD", "symbols": ["Sn", "C", "P", "C", "C", "C", "C", "C", "C", "C", "P", "C", "C", "H", "H", "H", "H", "H", "H", "H", "H", "H", "H", "H", "H", "H", "H", "H", "H", "C", "N", "C", "C", "N", "C", "H", "H", "H", "H", "H", "H"], "positions_angstrom": [[-0.26783, 1.75049, -1.29489], [4.06733, 1.27030, -1.07245], [2.37454, 0.60069, -1.20357], [2.42839, -0.33714, -2.77424], [2.30050, -0.68660, 0.09505], [3.18785, -1.75719, 0.08314], [3.10374, -2.75258, 1.04522], [2.13015, -2.68431, 2.03043], [1.25278, -1.61134, 2.07017], [1.33794, -0.60223, 1.11461], [0.22702, 0.84227, 1.18565], [-1.12951, 0.41964, 2.32205], [1.14967, 2.15044, 2.06568], [4.77134, 0.44973, -1.20956], [4.22634, 1.72131, -0.09438], [4.23434, 2.01735, -1.84786], [3.27997, -1.01577, -2.79450], [2.53097, 0.36842, -3.60027], [1.51076, -0.91056, -2.90787], [3.95229, -1.82762, -0.68090], [3.79551, -3.58371, 1.02175], [2.05442, -3.46545, 2.77473], [0.51238, -1.56574, 2.85751], [-1.62576, -0.49173, 1.99168], [-1.84927, 1.23858, 2.31704], [-0.75265, 0.29216, 3.33584], [1.57622, 1.75529, 2.98683], [0.46016, 2.96100, 2.30662], [1.95211, 2.54236, 1.43991], [-5.55157, -0.95732, -0.88415], [-4.48370, 0.01940, -1.07127], [-4.66272, 1.34090, -1.38771], [-3.42330, 1.88858, -1.48942], [-2.48681, 0.91044, -1.22390], [-3.16959, -0.20408, -0.97944], [-6.50656, -0.46126, -1.02531], [-5.52166, -1.37601, 0.11952], [-5.46376, -1.76431, -1.60836], [-5.63786, 1.77596, -1.52332], [-3.15238, 2.90399, -1.73019], [-2.73177, -1.16436, -0.75989]], "mulliken_charge": [0.725, -1.186, 0.509, -1.222, 0.482, -0.559, -0.897, -0.752, -0.451, 0.619, 0.642, -1.334, -1.123, 0.388, 0.335, 0.446, 0.394, 0.422, 0.392, 0.312, 0.424, 0.423, 0.365, 0.420, 0.382, 0.496, 0.414, 0.405, 0.313, -0.779, 0.085, -0.289, -0.541, -0.066, -0.479, 0.281, 0.338, 0.344, 0.411, 0.417, 0.494], "spin_multiplicity": 1, "e_lumo_ev": -7.90, "charge": 2, "total_energy_ev": -42250.471}



{"formula": "C27H83N13O12", "method": "wB97M-V/def2-TZVPD", "symbols": ["C", "O", "C", "C", "C", "N", "H", "H", "H", "H", "H", "H", "H", "H", "H", "H", "H", "C", "O", "C", "C", "C", "N", "H", "H", "H", "H", "H", "H", "H", "H", "H", "H", "H", "C", "O", "C", "C", "C", "N", "H", "H", "H", "H", "H", "H", "H", "H", "H", "H", "H", "C", "O", "C", "C", "C", "N", "H", "H", "H", "H", "H", "H", "H", "H", "H", "H", "H", "C", "O", "C", "C", "C", "N", "H", "H", "H", "H", "H", "H", "H", "H", "H", "H", "H", "N", "C", "N", "O", "H", "H", "H", "H", "N", "C", "N", "O", "H", "H", "H", "H", "N", "C", "N", "O", "H", "H", "H", "H", "N", "C", "N", "O", "H", "H", "H", "H", "C", "O", "H", "H", "H", "H", "C", "O", "H", "H", "H", "H", "C", "O", "H", "H", "H", "H"], "positions_angstrom": [[16.60613, 15.68346, 18.21264], [15.45465, 16.12252, 18.84246], [14.26343, 15.38348, 18.43080], [12.97722, 15.92840, 19.06918], [11.69060, 15.13736, 18.69744], [12.79082, 17.32498, 18.69316], [16.66230, 14.59638, 18.15591], [17.44269, 16.00135, 18.83489], [16.54009, 16.06348, 17.19317], [14.22662, 15.23934, 17.35099], [14.42961, 14.41053, 18.89322], [13.13612, 15.89294, 20.14694], [11.43996, 15.04519, 17.64066], [10.84693, 15.49933, 19.28505], [11.74699, 14.11663, 19.07565], [12.00275, 17.75830, 19.15280], [13.62116, 17.77145, 19.05551], [5.50269, 15.63270, 14.89142], [6.59849, 15.03049, 15.60530], [7.55065, 14.28452, 14.81669], [8.47299, 15.24366, 13.97315], [9.38153, 14.60732, 12.94525], [9.28386, 15.89008, 14.94830], [5.97505, 16.52685, 14.48466], [4.84648, 16.11816, 15.61379], [4.98372, 15.16465, 14.05494], [8.17526, 13.66747, 15.46260], [7.13381, 13.58798, 14.08925], [7.92122, 15.90421, 13.30434], [8.82741, 14.02870, 12.20616], [10.08489, 13.86318, 13.31893], [10.02583, 15.22561, 12.32017], [8.98545, 15.54354, 15.84883], [8.92931, 16.83538, 14.92006], [14.98246, 8.39510, 16.96685], [15.34339, 8.36924, 18.38134], [14.70770, 9.32769, 19.24744], [15.18304, 9.27104, 20.70548], [16.74370, 9.48291, 21.01518], [14.69403, 7.90695, 21.14337], [15.00453, 7.43627, 16.44893], [15.75265, 9.01761, 16.51144], [13.96088, 8.77481, 16.98386], [14.76147, 10.35075, 18.87520], [13.67323, 9.00709, 19.12416], [14.68796, 10.09589, 21.21795], [16.86583, 9.41135, 22.09595], [17.06194, 10.50520, 20.81089], [17.39000, 8.72381, 20.57456], [15.28426, 7.52490, 21.86847], [14.97676, 7.27117, 20.41128], [9.16760, 7.87466, 16.81981], [10.28745, 7.86550, 15.91247], [11.39585, 7.05539, 16.32920], [11.35671, 5.79312, 15.49081], [12.37466, 4.76356, 15.80902], [11.28509, 6.04648, 14.03530], [9.23226, 8.55468, 17.66922], [8.88511, 6.89783, 17.21237], [8.32489, 8.29050, 16.26755], [12.33300, 7.60999, 16.28150], [11.28962, 6.70227, 17.35493], [10.41567, 5.38790, 15.86274], [12.26352, 4.58633, 16.87876], [13.43156, 4.99924, 15.68452], [12.15759, 3.78974, 15.37010], [10.72932, 5.45999, 13.42929], [10.79378, 6.92793, 13.99337], [14.61453, 11.52887, 15.18939], [13.59311, 12.26067, 14.46847], [13.95495, 12.66958, 13.07523], [12.74340, 12.98311, 12.00822], [11.86633, 11.80012, 11.69292], [13.17572, 13.45866, 10.68234], [14.77443, 10.54412, 14.75029], [14.32344, 11.46938, 16.23811], [15.64903, 11.86774, 15.24479], [14.48930, 13.60898, 13.21706], [14.62519, 11.86209, 12.78052], [12.12810, 13.76878, 12.44665], [11.05524, 12.15756, 11.05852], [11.47302, 11.45022, 12.64737], [12.43948, 10.99227, 11.23796], [13.87565, 12.76519, 10.46038], [13.74891, 14.27776, 10.82596], [5.03311, 12.34310, 16.99813], [5.64616, 11.90073, 18.07639], [5.60964, 10.65435, 18.11849], [6.13059, 12.67215, 18.91139], [4.90262, 13.33154, 16.83667], [4.38510, 11.64867, 16.65471], [5.14049, 10.10481, 17.41280], [6.13775, 10.03416, 18.71561], [11.02053, 10.82208, 14.96216], [10.51215, 11.72682, 15.72611], [11.31118, 12.72503, 15.54998], [9.46581, 11.61372, 16.36602], [11.94252, 11.03902, 14.61152], [10.61426, 9.90707, 14.82872], [10.85646, 13.61681, 15.68425], [12.14861, 12.60211, 14.99888], [12.90703, 7.78364, 12.45508], [14.09900, 8.07150, 12.74134], [14.39949, 9.28536, 12.30254], [14.92067, 7.64024, 13.48505], [12.47126, 8.32628, 11.72312], [12.48555, 7.08402, 13.04920], [13.93838, 9.47406, 11.42398], [15.32151, 9.65154, 12.49205], [9.07277, 11.43272, 19.87247], [8.83879, 11.63536, 21.14352], [7.80623, 12.37291, 21.27070], [9.48973, 11.16452, 22.10136], [8.53379, 11.81475, 19.10850], [9.94277, 10.97398, 19.64279], [7.64125, 12.79320, 22.17416], [7.34016, 12.62487, 20.41081], [12.70332, 17.34260, 15.36697], [13.85925, 17.75800, 16.09552], [12.36858, 16.52004, 15.99899], [11.99681, 18.13842, 15.13115], [12.92124, 16.87607, 14.40626], [13.72881, 17.61191, 17.03533], [7.85792, 15.70062, 18.79811], [6.51911, 15.29050, 19.05470], [7.80636, 15.92207, 17.73208], [8.17183, 16.58252, 19.35651], [8.59001, 14.95488, 19.10794], [6.40505, 14.43464, 18.63504], [9.26862, 8.94731, 12.15119], [7.96372, 8.51777, 12.03924], [9.58826, 8.39403, 13.03426], [9.78512, 8.68166, 11.22882], [9.19867, 10.02750, 12.27916], [7.80966, 7.57335, 12.11625]], "mulliken_charge": [-0.738, -0.429, -0.998, 0.697, -1.395, -0.774, 0.289, 0.246, 0.289, 0.411, 0.627, 0.409, -0.067, 0.404, 0.475, 0.230, 0.252, -1.129, -0.039, -0.874, 0.520, -1.363, -0.320, 0.368, 0.332, 0.367, 0.205, 0.508, 0.474, 0.464, -0.311, 0.503, -0.014, 0.305, -0.202, -0.498, -0.673, 0.408, -1.340, -0.749, 0.325, 0.326, -0.155, 0.301, 0.382, 0.304, 0.384, 0.356, 0.318, 0.272, 0.277, -0.938, -0.115, -0.270, 0.872, -1.593, -0.584, 0.312, 0.401, 0.230, -0.488, 0.656, 0.142, 0.443, 0.272, 0.382, 0.215, -0.121, -0.704, -0.312, -0.991, 0.755, -0.781, -0.755, -0.191, 0.307, 0.460, 0.248, 0.401, 0.044, 0.378, -0.089, 0.248, 0.301, 0.320, -0.398, 0.714, -0.369, -0.823, 0.184, 0.156, 0.126, 0.262, 0.839, 0.545, 0.745, -0.898, -0.390, -0.420, -0.351, 0.141, -0.209, 0.539, -0.368, -0.663, 0.162, 0.373, 0.213, 0.260, -0.001, 0.535, -0.217, -0.779, 0.041, 0.087, 0.223, 0.264, 0.002, -0.612, -0.241, 0.252, 0.255, 0.373, -0.076, -0.584, 0.014, 0.412, -0.071, 0.402, 0.221, -0.614, -0.317, 0.248, 0.092, 0.307], "spin_multiplicity": 1, "e_lumo_ev": 0.05, "charge": 0, "total_energy_ev": -73280.334, "smiles": "COC[C@H](C)N.COC[C@H](C)N.COC[C@H](C)N.COC[C@H](C)N.COC[C@H](C)N.NC(N)=O.NC(N)=O.NC(N)=O.NC(N)=O.CO.CO.CO"}



We obtain HOMO level values of -15.45, -8.79 eV for the records listed above, in that order.
We obtain maximum force values of 0.019, 0.169 Eh/bohr for the records listed above, in that order.